Entry from the Open Molecules 2025 dataset: 6 unconnected molecules or ions with the total composition C7H24NO5 (ωB97M-V with the def2-TZVPD basis set).

## Properties
* HOMO-LUMO gap: 9.48 eV
* total charge: +1

Each line ends with the natural charge from an NBO analysis.
Geometry (Å):
C1 0.487 1.137 0.518  -0.22
C2 0.757 0.172 -0.629  -0.48
C3 -0.456 -0.730 -0.742  -0.06
C4 -1.123 -0.907 -1.886  -0.14
C5 -0.596 -0.689 -3.302  -0.67
C6 -0.656 -2.339 1.137  -0.35
C7 -1.102 -1.277 0.470  -0.22
N1 1.716 1.238 1.423  -0.70
H1 -0.324 0.883 1.183  0.23
H2 0.226 2.135 0.169  0.23
H3 1.663 -0.415 -0.459  0.27
H4 0.968 0.702 -1.556  0.22
H5 -2.160 -1.226 -1.905  0.21
H6 0.072 -1.505 -3.577  0.23
H7 -1.475 -0.800 -3.936  0.23
H8 -0.128 0.276 -3.484  0.21
H9 0.193 -2.820 0.655  0.16
H10 -1.049 -2.624 2.099  0.22
H11 -1.927 -0.704 0.895  0.21
H12 2.414 0.610 1.009  0.46
H13 2.140 2.164 1.480  0.44
H14 1.434 0.889 2.350  0.48
H15 -4.017 1.702 -0.917  0.49
H16 -2.646 1.505 -1.548  0.49
O1 -3.075 1.730 -0.714  -0.97
H17 1.974 -3.511 -1.332  0.48
H18 1.308 -3.519 0.048  0.46
O2 1.982 -3.076 -0.473  -0.94
H19 -0.919 1.054 3.315  0.50
H20 -0.123 0.616 4.575  0.50
O3 -0.032 0.860 3.645  -0.99
H21 -2.933 3.318 1.922  0.48
H22 -2.256 2.356 0.904  0.50
O4 -2.107 2.877 1.711  -0.99
H23 3.548 0.278 -1.662  0.49
H24 4.528 -0.420 -0.650  0.50
O5 3.697 0.060 -0.737  -0.98

Entry from the Open Molecules 2025 dataset: 8 unconnected molecules or ions with the total composition C7H24O7 (ωB97M-V with the def2-TZVPD basis set).

## Properties
* HOMO-LUMO gap: 9.16 eV
* structure (SMILES): C=C/C=C(/C)C=C.O.O.O.O.O.O.O

Each line ends with the natural charge from an NBO analysis.
Geometry (Å):
C1 -1.017 2.068 -0.487  -0.23
C2 -0.043 2.695 0.156  -0.38
C3 -0.929 -0.319 -0.192  -0.28
C4 -1.612 0.806 0.068  0.05
C5 -2.861 0.928 0.897  -0.64
C6 0.640 -1.614 -1.511  -0.47
C7 0.011 -0.457 -1.289  -0.17
H1 -1.483 2.509 -1.365  0.20
H2 0.364 2.372 1.106  0.21
H3 0.395 3.568 -0.311  0.19
H4 -1.166 -1.253 0.312  0.21
H5 -3.584 1.612 0.465  0.23
H6 -3.289 -0.074 0.961  0.23
H7 -2.549 1.234 1.896  0.21
H8 0.478 -2.397 -0.772  0.17
H9 1.426 -1.843 -2.217  0.22
H10 0.150 0.422 -1.894  0.22
H11 1.230 -2.629 2.203  0.48
H12 0.383 -1.613 1.473  0.47
O1 0.327 -2.292 2.158  -0.94
H13 -1.209 0.423 3.679  0.49
H14 0.129 -0.513 3.628  0.50
O2 -0.277 0.325 3.857  -0.98
H15 1.864 2.425 -1.619  0.47
H16 2.702 1.163 -1.570  0.49
O3 2.195 1.730 -2.165  -0.95
H17 -2.082 -2.902 -2.020  0.47
H18 -1.564 -3.585 -0.762  0.47
O4 -2.336 -3.136 -1.121  -0.93
H19 2.465 -1.257 -0.037  0.48
H20 3.780 -0.850 0.651  0.49
O5 3.066 -0.539 0.084  -0.96
H21 -0.561 0.543 -4.067  0.47
H22 -1.124 1.564 -3.179  0.46
O6 -1.376 1.046 -3.953  -0.92
H23 2.410 0.023 1.820  0.48
H24 1.846 0.197 3.228  0.48
O7 2.621 -0.120 2.757  -0.97

The calculation returns the following energy relative to the best compared isomer or geometry (same formula, charge and spin) values, one per record and in order: 174.9 170.9 kJ/mol.
The calculation returns the following LUMO level values, one per record and in order: -2.50 0.14 eV.